[1]
# C2H4NO2

A 2-piece molecular cluster, C2H4NO2 overall in a non-equilibrium geometry (ωB97M-V/def2-TZVPD, the Open Molecules 2025 dataset).

Each line ends with the Mulliken charge.
Geometry (Å):
O 2.19115 -2.73881 0.48460  -0.08
H 1.75851 -2.31394 -1.41784  0.39
N -1.74720 0.35597 -0.05024  -0.48
O 1.29479 -0.00718 0.53531  -0.08
C 2.01866 -1.99259 -0.39461  0.16
C 2.08703 -0.46221 -0.18753  0.24
H -2.07599 -0.50192 0.21798  0.24
H 3.01397 -0.01821 -0.70086  0.36
H -1.71183 1.19945 0.49492  0.26

HOMO level (alpha / beta) ... -0.5013 / -0.5293 Eh
Frontier orbital gap (alpha / beta) ... 6.673 / 4.230 eV
Charge ... +1
LUMO energy (alpha / beta) ... -6.9670 / -10.1731 eV

[2]
# C8H13N

The molecule C8H13N in a non-equilibrium geometry (ωB97M-V/def2-TZVPD, the Open Molecules 2025 dataset).

Each line ends with the Mulliken charge.
Geometry (Å):
H 1.60100 0.09703 -2.89694  0.29
H -0.50020 -0.38356 2.96341  0.24
H 0.80759 1.85648 -2.76233  0.27
C 1.45121 1.01374 -2.32179  -1.01
C -1.30659 0.34751 0.17537  0.02
H 3.04967 -0.54720 -0.25406  0.30
C 2.12680 -1.08403 -0.01213  -1.30
H -1.25514 1.76195 -1.33122  0.23
H 1.93068 -1.85212 -0.85292  0.22
C 0.88288 -0.32359 -0.16523  0.82
H -2.57249 1.62801 1.11765  0.32
H -1.26921 -1.88826 2.25967  0.32
C 0.50854 0.56123 -1.14212  -0.27
N -0.79777 0.96606 -0.93398  -0.04
H -3.43073 0.69517 -0.16091  0.33
C -2.67672 0.66867 0.69072  -1.20
C -0.43338 -1.15431 2.08916  -1.34
H -2.95522 -0.14674 1.50475  0.24
H 0.54337 -1.61207 2.20926  0.27
H 2.40133 1.47108 -1.87158  0.28
H 2.20906 -1.63175 0.96207  0.32
C -0.31467 -0.44330 0.73315  0.69

HOMO level ... -0.2725 Eh
Frontier orbital gap ... 8.387 eV
Structure (SMILES) ... Cc1[nH]c(C)c(C)c1C
LUMO energy ... 0.9725 eV

[3]
# C2H3BrN2

The molecule C2H3BrN2 in a non-equilibrium geometry (ωB97M-V/def2-TZVPD, the Open Molecules 2025 dataset).

Each line ends with the Mulliken charge.
Geometry (Å):
H -0.20239 -2.14319 -0.22673  0.20
Br 3.54898 -0.24558 0.11431  -0.20
H -0.88665 0.59847 0.19861  0.28
N 1.09125 0.73521 -0.26665  -0.04
N 0.02306 0.06960 0.22536  -0.08
C 0.36257 -1.24220 0.09960  -0.29
H 1.45117 1.50025 0.15751  0.24
C 1.84579 -0.19259 -0.85770  -0.11

HOMO level (alpha / beta) ... -0.2851 / -0.2851 Eh
Frontier orbital gap (alpha / beta) ... 7.939 / 7.940 eV
LUMO energy (alpha / beta) ... 0.1807 / 0.1822 eV

[4]
# C37H34BrIN12O2Rb

C37H34BrIN12O2Rb as an isolated structure in a non-equilibrium geometry (ωB97M-V/def2-TZVPD, the Open Molecules 2025 dataset).

Each line ends with the Mulliken charge.
Geometry (Å):
H -4.35099 0.98731 1.41102  0.62
C -2.19229 -3.50219 -5.24668  -0.35
C 2.17141 2.30061 -4.09258  -0.10
N 0.44071 2.48521 -2.48698  -0.39
C 3.74591 -3.74639 -2.53878  -0.95
N 0.14511 -1.03059 -3.84778  0.08
C 1.35351 2.96861 -1.64098  0.42
C -3.49739 1.26361 2.01472  -0.28
C -3.36579 -3.50679 4.36422  0.97
C -3.42719 0.93321 3.36492  -0.35
H 1.47911 -2.44299 -5.60088  0.32
H 0.10621 1.70811 -4.35298  0.38
H -1.97659 -4.33129 2.92462  0.44
Rb -1.11849 -0.09019 -0.51848  0.59
N -0.04259 2.70621 0.28782  -0.03
C 3.14231 -2.64809 -3.13778  0.73
H -2.72829 -2.92809 6.35882  0.37
H 1.50921 -0.07009 -2.74748  0.72
C -1.40249 -4.10379 -6.20898  -0.56
H -4.35389 -3.69149 2.43762  0.38
C 1.92921 -2.20379 -2.63358  0.55
H 2.50541 2.07921 -5.09558  0.44
H 3.47751 3.32751 -1.32708  0.51
C -0.07189 -3.73509 -6.31668  -0.84
H 0.15491 6.21291 3.81852  0.29
C 0.85001 2.13231 -3.69368  -0.24
H -1.29589 -4.10299 4.55622  0.44
H -3.22959 -3.78929 -5.13338  0.36
C -1.39329 -1.78929 2.20282  -0.78
C 1.19661 8.05251 3.66972  -0.39
C 0.17801 4.11381 2.20212  -0.61
C -0.39299 3.04271 1.52362  -0.03
H 0.71081 8.48671 4.53562  0.38
C 1.48311 4.54711 0.26892  -0.65
N -0.48709 -1.75719 4.15292  -0.46
C -3.37709 -2.56479 5.56472  -1.47
H 0.59411 -5.01319 0.05952  0.25
N -0.07519 -0.75939 3.48952  -0.57
N -1.33119 -2.43969 3.37912  1.04
N -2.52349 1.93401 1.42212  -0.53
H -5.37349 -3.08619 3.73212  0.44
C 2.68431 8.33411 1.99762  -0.38
C 1.08751 4.95251 1.54832  1.06
H -4.18589 -2.03799 2.97962  0.07
H 2.18871 5.13411 -0.29708  0.55
C 2.46971 7.05861 1.50912  -0.48
H 4.67161 -4.15519 -2.92008  0.42
Br -4.46579 -1.26939 -0.26368  -0.75
C 3.81321 -1.94829 -4.29478  -0.63
H -1.99149 -2.08789 1.36582  0.58
C -1.67499 -2.52769 -4.41528  -0.31
H -3.65619 -4.50659 4.70612  0.27
C -1.47559 2.27891 2.16742  0.83
H 3.38691 9.00241 1.51492  0.37
H 0.57251 -4.20929 -7.04198  0.37
N -0.61269 -0.73929 2.27372  0.40
C -4.37219 -3.05269 3.31352  -1.30
H -0.12429 4.30141 3.21852  0.44
C -0.34399 -2.12709 -4.53508  0.38
C 0.91951 3.40951 -0.30418  0.03
H 1.43701 -3.83879 1.05772  0.13
H 3.87131 -2.60489 -5.17128  0.27
C -1.43149 1.96821 3.53032  -0.81
H -3.04399 -1.56919 5.28192  0.20
C 1.51141 6.23591 2.11982  0.83
C 1.57301 -4.58559 0.27332  -0.96
C 0.89101 6.76891 3.25942  -0.47
N 2.05801 8.84311 3.04732  -0.64
N 3.23051 -4.34919 -1.47288  -0.74
H 3.04451 6.73011 0.65732  0.37
H -4.38799 -2.48599 5.95782  0.45
C 2.10111 -3.92229 -0.96188  0.58
H 5.20041 -1.21609 -3.13928  0.37
C 2.69971 3.03811 -2.02478  -0.73
O 0.27541 -2.41109 -0.93798  -0.64
C 1.33741 -2.82319 -1.48358  0.28
C -1.94659 -3.66829 3.79202  -1.47
C 0.44921 -2.75219 -5.49798  -0.13
H -4.20869 0.37381 3.86042  0.50
C 1.19651 -1.04039 -3.14288  -1.28
H 3.24281 -1.04329 -4.57528  0.24
O 5.15861 -1.60109 -4.02268  -0.57
H 2.25451 -5.36369 0.60372  0.37
H -1.82619 -4.86119 -6.85428  0.36
I -2.85239 -1.85179 -2.82698  0.29
N 3.09761 2.73501 -3.24738  -0.65
N -2.40009 1.29201 4.12172  -0.55
H -0.58939 2.24371 4.15252  0.37

HOMO level ... -0.1573 Eh
Frontier orbital gap ... 5.155 eV
Charge ... -1
LUMO energy ... 0.8750 eV

[5]
# C5H6

The molecule C5H6 in a non-equilibrium geometry (ωB97M-V/def2-TZVPD, the Open Molecules 2025 dataset).

Each line ends with the Mulliken charge.
Geometry (Å):
C -0.49503 -0.52681 -0.15976  0.01
C 1.87125 0.03472 -0.23962  -0.34
C 0.49705 0.33922 -0.19601  -0.29
H -2.74916 -0.60790 -0.52572  0.28
C -1.91536 0.03245 0.03895  -0.95
H -2.41124 0.07591 1.13126  0.22
H -2.01623 1.06364 -0.46308  0.28
H 4.12742 -0.28111 0.45393  0.34
H 0.20229 1.49940 0.04683  0.19
C 3.09621 -0.10040 0.03094  -0.16
H -0.20719 -1.52912 -0.11772  0.42

HOMO level ... -0.3278 Eh
Frontier orbital gap ... 9.819 eV
Structure (SMILES) ... C#C/C=C/C
LUMO energy ... 0.8991 eV

[6]
# C20H28N2OsSi

C20H28N2OsSi as an isolated structure in a non-equilibrium geometry (ωB97M-V/def2-TZVPD, the Open Molecules 2025 dataset).

Each line ends with the Löwdin spin population.
Geometry (Å):
C 0.16582 -3.09143 0.37243  0.08
C 2.60154 1.91891 2.01152  0.13
H 0.22679 -5.08535 1.20652  0.00
H 1.25840 4.86790 -1.90164  0.00
C -0.14515 4.47475 -0.28717  0.01
H 2.71911 -5.13369 1.39908  0.01
H -0.51607 3.84932 1.66002  0.00
C 2.30351 -2.01510 0.06112  0.10
C 1.47246 2.63467 2.48952  0.11
H 0.24410 -0.30176 -2.01495  0.05
H -0.55793 1.89947 3.22792  0.02
H -0.65597 -3.24273 -5.21367  0.00
C -4.04399 -0.99329 -1.21518  0.01
H 0.63762 -2.45670 -4.26780  0.00
H -0.09830 5.46987 0.20034  0.00
H 2.95041 -0.28523 1.76730  0.01
H 4.04730 -3.15099 0.64113  0.00
C 2.95638 -3.14357 0.57092  0.03
H -2.26480 -0.77287 -2.44005  0.00
C -1.80678 -0.62632 -0.32692  0.05
C -0.31017 -3.00168 -4.20019  0.00
C -4.56262 -1.04725 0.08581  0.02
C 0.81731 -4.22390 0.88454  0.05
H -0.16352 -3.93294 -3.64097  0.00
H -1.06578 -2.38493 -3.70220  0.00
H 1.58004 2.63038 -2.36865  0.00
H -1.23951 2.90908 0.61871  0.01
H 1.45162 3.70884 2.66642  0.00
H -4.71919 -1.09777 -2.06941  0.00
H -1.66586 -0.62759 1.84102  0.00
Si 0.05773 -0.32238 -0.53566  0.19
C 0.43501 1.69399 2.81562  0.13
H 1.97805 4.36072 -0.33958  0.00
C -3.69843 -0.91916 1.17961  0.00
H 2.90113 -1.15981 -0.26974  0.00
H 0.41588 -0.56917 2.70188  0.01
C 0.89977 -1.95254 0.00192  0.22
C 0.94896 0.37590 2.54842  0.05
N 1.16412 2.83572 -1.46569  0.11
H -5.63456 -1.18552 0.24901  0.00
C -2.67104 -0.79598 -1.42396  0.01
C -2.32837 -0.71384 0.97328  0.02
H -4.08257 -0.97514 2.20075  0.00
C 2.27652 0.53336 2.01890  0.08
H -0.92246 -3.08955 0.27547  0.00
H 3.57877 2.34442 1.76174  0.01
Os 0.86755 1.47949 0.82497  2.10
C 1.13033 4.22508 -1.02400  0.01
C 2.21232 -4.25378 0.99169  0.23
N -0.36341 3.42254 0.73455  0.12
H -1.01815 4.50546 -0.94699  0.00
H 0.23611 2.41206 -1.32773  0.01

2S+1 ... 5
Expectation value of S² ... 6.03
HOMO level (alpha / beta) ... -0.4907 / -0.5375 Eh
Frontier orbital gap (alpha / beta) ... 7.373 / 4.309 eV
Charge ... +2
LUMO energy (alpha / beta) ... -5.9795 / -10.3158 eV